[1]
The following is a DFT calculation (ωB97M-V/def2-TZVPD) of 2 unconnected molecules or ions with the total composition C3H10N2O3.

Last column: Löwdin charge in e.
Atoms and positions in Å:
N -1.066 0.446 1.787  0.07
C -0.254 -0.101 0.671  -0.30
C -1.191 -0.739 -0.360  -0.21
O -1.672 -1.991 0.165  -0.07
C 0.585 0.989 0.023  -0.50
N -0.111 2.003 -0.540  0.19
O 1.809 0.935 0.005  0.04
H -0.858 -0.095 2.620  0.08
H -0.731 1.376 2.023  0.07
H 0.432 -0.845 1.042  0.14
H -0.683 -0.923 -1.307  0.12
H -2.094 -0.135 -0.421  0.12
H -1.052 -2.672 -0.131  0.09
H 0.425 2.750 -0.959  0.12
H -1.088 2.145 -0.348  0.11
H 2.193 -0.650 -0.803  -0.02
H 2.921 -1.081 -2.110  0.03
O 2.435 -1.415 -1.356  -0.07

## Properties
Relative energy (zero: lowest compared OMol25 entry of this formula, charge and spin) (kJ/mol): 57.3
HOMO-LUMO gap (eV): 10.4
Spin multiplicity: 1
HOMO energy (eV): -9.73
Net charge: 0

=====

[2]
The following is a DFT calculation (ωB97M-V/def2-TZVPD) of a molecular structure, C15H12ErF3NO2S.

Last column: Mulliken spin population.
Atoms and positions in Å:
N 2.461 2.070 -2.292  0.07
C 3.057 0.835 -2.913  0.01
C 2.449 -0.325 -2.205  0.24
C 3.156 -1.281 -1.509  0.03
S 4.834 -1.384 -1.294  0.50
C 2.350 -2.376 -0.799  0.00
O 2.736 -3.514 -0.734  0.00
C 1.028 -1.903 -0.248  0.03
C 0.520 -2.381 0.931  0.00
C -0.682 -1.910 1.387  0.00
C -1.392 -0.965 0.680  0.00
C -2.729 -0.481 1.267  0.00
C -2.490 0.116 2.678  0.00
C -3.211 1.405 2.960  0.00
F -3.487 1.617 4.216  0.00
C -3.616 2.369 2.084  0.00
F -4.900 2.708 1.982  0.00
F -2.742 3.081 1.207  0.00
C -0.900 -0.469 -0.506  0.00
C 0.311 -0.944 -0.947  0.02
C 0.919 -0.420 -2.225  0.03
O 0.279 -0.099 -3.195  0.05
H 1.962 1.827 -1.440  -0.01
H 3.240 2.628 -1.952  0.00
H 2.837 0.850 -3.984  0.01
H 4.136 0.916 -2.793  0.00
H 5.401 -0.582 -2.230  0.00
H 1.084 -3.124 1.485  0.00
H -1.057 -2.284 2.333  0.00
H -3.141 0.241 0.554  0.00
H -3.408 -1.335 1.295  0.00
H -2.774 -0.566 3.484  0.00
H -1.413 0.309 2.787  0.00
H -1.463 0.264 -1.071  0.00
Er -3.354 5.103 1.006  2.00

## Properties
HOMO-LUMO gap (spin up / spin down) (eV): 5.5 / 5.5
Spin multiplicity: 4
HOMO energy (spin up / spin down) (eV): -17.59 / -17.51
Net charge: +3

=====

[3]
The following is a DFT calculation (ωB97M-V/def2-TZVPD) of a molecular structure, C19H19AsN5ReS5Se2.

Last column: Löwdin charge in e.
Atoms and positions in Å:
Re 0.597 -0.376 0.535  0.74
Se 0.634 -2.416 -1.920  0.70
Se 2.900 -2.767 -1.617  0.79
C 3.380 -0.983 -1.114  -0.63
C 4.641 -0.502 -1.412  -0.06
C 4.960 0.806 -1.072  0.01
C 4.007 1.626 -0.478  0.05
C 2.782 1.065 -0.237  -0.32
N 2.483 -0.209 -0.506  -0.09
C -0.025 -3.189 -0.312  -0.68
C -0.457 -4.497 -0.263  -0.07
C -0.885 -5.013 0.956  -0.01
C -0.841 -4.201 2.074  -0.01
C -0.407 -2.894 1.945  -0.11
N -0.020 -2.380 0.760  -0.18
H 5.357 -1.137 -1.918  0.12
H 5.945 1.196 -1.298  0.13
H 4.206 2.657 -0.214  0.14
H 1.122 2.229 -0.312  0.10
H -0.432 -5.103 -1.158  0.12
H -1.235 -6.037 1.028  0.13
H -1.142 -4.563 3.048  0.13
H -0.384 -2.224 2.790  0.09
S -2.353 3.563 0.754  0.10
As -1.967 1.583 0.686  -0.25
S -0.672 0.486 2.180  0.23
S -0.905 0.645 -1.000  0.10
S -3.969 0.465 0.903  0.21
N 1.624 1.659 0.368  -0.08
C 1.892 2.449 1.571  -0.31
C 1.317 3.698 1.687  -0.04
C 1.522 4.430 2.853  -0.04
C 2.297 3.909 3.877  -0.05
C 2.869 2.649 3.742  -0.05
C 2.665 1.911 2.586  -0.06
H 0.699 4.096 0.889  0.09
H 1.074 5.411 2.953  0.12
H 2.458 4.482 4.782  0.12
H 3.474 2.238 4.541  0.12
H 3.111 0.926 2.482  0.12
S -3.675 -1.277 -0.090  0.57
C -4.067 -0.787 -1.717  -0.72
N -4.594 0.357 -2.067  0.05
C -4.871 0.417 -3.519  -0.06
C -4.252 -0.905 -4.030  -0.07
N -3.870 -1.573 -2.764  0.06
H -4.866 1.056 -1.391  0.11
H -4.402 1.291 -3.957  0.13
H -5.942 0.466 -3.686  0.13
H -3.371 -0.739 -4.643  0.13
H -4.962 -1.510 -4.584  0.13
H -3.455 -2.487 -2.708  0.15

## Properties
Relative energy (zero: lowest compared OMol25 entry of this formula, charge and spin) (kJ/mol): 38.5
HOMO-LUMO gap (spin up / spin down) (eV): 6.5 / 6.5
Spin multiplicity: 1
HOMO energy (spin up / spin down) (eV): -13.07 / -13.07
Net charge: +2

=====

> What is the spin multiplicity in the first record?

1

=====

> Which of these has the highest spin multiplicity?

C15H12ErF3NO2S